Version a
{"formula": "C2H10NOS", "method": "ωB97M-V with the def2-TZVPD basis set", "species": ["C", "C", "S", "N", "H", "H", "H", "H", "H", "H", "H", "H", "H", "H", "O"], "positions_angstrom": [[-0.55, 0.15, -0.72], [-1.73, -0.29, 0.11], [-3.15, 0.82, -0.24], [0.74, -0.45, -0.10], [-0.30, 1.21, -0.74], [-0.55, -0.17, -1.76], [-1.47, -0.35, 1.16], [-2.11, -1.24, -0.25], [-4.07, -0.14, -0.44], [1.45, -0.69, -0.79], [0.46, -1.30, 0.38], [1.22, 0.16, 0.58], [3.76, 0.84, 0.26], [3.24, 0.90, 1.71], [3.06, 0.55, 0.84]], "charge": 1, "multiplicity": 1, "homo_lumo_gap_ev": 9.489}

---

Version b
{"formula": "C2H10NOS", "method": "ωB97M-V with the def2-TZVPD basis set", "species": ["C", "C", "S", "N", "H", "H", "H", "H", "H", "H", "H", "H", "H", "H", "O"], "positions_angstrom": [[0.04, 0.03, 1.07], [-1.28, -0.50, 0.47], [-1.93, -1.75, 1.63], [0.56, 1.19, 0.29], [-0.12, 0.47, 2.06], [0.71, -0.82, 1.17], [-1.97, 0.35, 0.38], [-1.10, -0.82, -0.55], [-1.70, -2.77, 0.79], [1.26, 1.73, 0.79], [0.95, 0.87, -0.62], [-0.17, 1.84, 0.02], [2.32, 0.07, -2.21], [1.01, -0.25, -2.98], [1.40, 0.36, -2.33]], "charge": 1, "multiplicity": 1, "homo_lumo_gap_ev": 9.505}

---

Energy above the most stable structure, in hartree: version a 0.0034; version b 0.0000

---

Version a
{"formula": "C3H12N2O2", "method": "ωB97M-V with the def2-TZVPD basis set", "species": ["C", "N", "N", "C", "O", "H", "H", "H", "H", "H", "H", "H", "H", "C", "O", "H", "H", "H", "H"], "positions_angstrom": [[-1.15, 0.14, 1.77], [-0.49, 0.75, 0.63], [1.14, 0.88, 0.73], [1.75, 0.02, -0.22], [1.57, 0.48, 2.02], [-1.01, 0.71, 2.69], [-2.22, 0.05, 1.58], [-0.75, -0.87, 1.91], [-0.80, 1.71, 0.52], [2.76, -0.23, 0.08], [1.73, 0.52, -1.19], [1.10, -0.91, -0.42], [1.65, 1.30, 2.52], [-0.91, -0.85, -2.47], [-0.65, -1.15, -1.13], [-0.52, -1.64, -3.12], [-1.99, -0.76, -2.67], [-0.45, 0.10, -2.80], [-0.75, -0.26, -0.43]], "smiles": "CNN(C)O.CO", "multiplicity": 1, "homo_lumo_gap_ev": 9.376}

---

Version b
{"formula": "C3H12N2O2", "method": "ωB97M-V with the def2-TZVPD basis set", "species": ["N", "C", "C", "N", "C", "O", "H", "H", "H", "H", "H", "H", "H", "H", "H", "H", "O", "H", "H"], "positions_angstrom": [[-0.65, -0.38, 2.00], [0.72, 0.10, 1.78], [1.32, -0.45, 0.41], [0.24, -0.51, -0.58], [0.45, -1.02, -1.95], [0.57, -0.08, -2.99], [-0.57, -1.42, 1.90], [-1.30, -0.08, 1.29], [1.24, -0.28, 2.79], [0.58, 1.19, 1.80], [2.29, 0.22, 0.11], [1.61, -1.55, 0.56], [-0.21, 0.42, -0.67], [1.36, -1.62, -2.19], [-0.46, -1.65, -1.95], [0.21, 0.73, -2.88], [-2.65, 1.98, -0.16], [-2.80, 1.81, 0.72], [-1.96, 2.61, 0.00]], "smiles": "NCCNCO.O", "multiplicity": 1, "homo_lumo_gap_ev": 9.434}

---

Energy above the most stable structure, in hartree: version a 0.0676; version b 0.0000

---

Version a
{"formula": "C3H12N2O2", "method": "ωB97M-V with the def2-TZVPD basis set", "species": ["H", "N", "C", "N", "C", "C", "H", "H", "H", "H", "H", "H", "H", "O", "H", "H", "O", "H", "H"], "positions_angstrom": [[-2.72, 1.78, 0.12], [-1.89, 1.28, 0.56], [-1.58, 0.22, 0.01], [-0.73, -0.50, 0.91], [0.15, -1.58, 0.50], [1.38, -1.18, -0.26], [-1.93, -0.52, -0.75], [-0.40, -0.04, 1.73], [-0.32, -2.58, 0.13], [0.38, -2.00, 1.44], [1.42, -1.17, -1.37], [2.13, -1.82, 0.09], [1.70, -0.10, 0.03], [1.25, 2.43, 1.49], [0.77, 2.46, 2.28], [0.84, 1.87, 0.88], [-0.10, 0.65, -2.22], [-0.55, 1.03, -2.83], [0.19, -0.22, -2.73]], "smiles": "[H]/N=C/NCC.O.O", "multiplicity": 1, "homo_lumo_gap_ev": 9.178}

---

Version b
{"formula": "C3H12N2O2", "method": "ωB97M-V with the def2-TZVPD basis set", "species": ["N", "C", "C", "N", "O", "H", "H", "H", "H", "H", "H", "H", "H", "C", "O", "H", "H", "H", "H"], "positions_angstrom": [[-1.40, -1.44, -0.42], [-1.29, -0.03, -0.76], [-1.20, 0.95, 0.53], [-0.60, 2.22, 0.24], [-0.53, 0.31, 1.56], [-0.76, -1.63, 0.34], [-2.32, -1.63, -0.04], [-0.47, 0.11, -1.47], [-2.18, 0.27, -1.32], [-2.22, 1.12, 0.89], [-1.08, 2.69, -0.52], [0.39, 2.12, 0.01], [0.43, 0.30, 1.32], [2.44, -1.15, 0.07], [1.79, 0.10, 0.04], [1.74, -1.96, 0.27], [2.95, -1.35, -0.88], [3.18, -1.10, 0.87], [1.15, 0.10, -0.72]], "smiles": "NC[C@H](N)O.CO", "multiplicity": 1, "homo_lumo_gap_ev": 9.523}

---

Version c
{"formula": "C3H12N2O2", "method": "ωB97M-V with the def2-TZVPD basis set", "species": ["N", "C", "N", "C", "C", "O", "H", "H", "H", "H", "H", "H", "H", "H", "H", "H", "O", "H", "H"], "positions_angstrom": [[-0.86, 1.76, 1.24], [-0.03, 0.64, 1.69], [1.33, 0.61, 1.14], [1.91, -0.53, 0.49], [1.51, -0.75, -0.96], [0.21, -1.24, -1.10], [-0.88, 1.73, 0.22], [-0.23, 2.58, 1.23], [-0.47, -0.23, 1.20], [-0.10, 0.47, 2.76], [1.86, 1.42, 1.38], [1.58, -1.45, 1.00], [2.97, -0.47, 0.67], [2.26, -1.40, -1.40], [1.62, 0.22, -1.45], [-0.40, -0.54, -0.83], [-3.28, -0.42, -1.87], [-3.78, 0.07, -2.53], [-2.73, -1.05, -2.36]], "smiles": "NCNCCO.O", "multiplicity": 1, "homo_lumo_gap_ev": 9.219}

---

Version d
{"formula": "C3H12N2O2", "method": "ωB97M-V with the def2-TZVPD basis set", "species": ["H", "N", "C", "N", "C", "C", "H", "H", "H", "H", "H", "H", "H", "O", "H", "H", "O", "H", "H"], "positions_angstrom": [[-0.31, -3.09, -2.26], [-0.20, -2.08, -2.28], [0.54, -1.78, -1.26], [0.66, -0.56, -0.68], [0.76, -0.46, 0.76], [0.94, 0.96, 1.21], [1.11, -2.63, -0.89], [0.19, 0.17, -1.20], [-0.23, -0.75, 1.11], [1.60, -1.02, 1.20], [0.00, 1.53, 1.25], [1.28, 1.09, 2.26], [1.65, 1.56, 0.63], [-0.43, 0.61, -3.41], [-0.51, -0.32, -3.11], [-0.91, 0.65, -4.22], [-1.91, 1.72, 3.83], [-2.12, 1.83, 2.91], [-2.12, 2.59, 4.17]], "smiles": "[H]/N=C/NCC.O.O", "multiplicity": 1, "homo_lumo_gap_ev": 9.734}

---

Energy above the most stable structure, in hartree: version a 0.0673; version b 0.0063; version c 0.0198; version d 0.0000

---

Version a
{"formula": "C3H12N2O2", "method": "ωB97M-V with the def2-TZVPD basis set", "species": ["C", "C", "N", "C", "N", "H", "H", "H", "H", "H", "H", "H", "H", "O", "H", "H", "O", "H", "H"], "positions_angstrom": [[-0.45, 1.92, 0.15], [0.54, 1.02, -0.56], [1.61, 0.49, 0.22], [0.23, 0.41, -1.72], [1.13, -0.17, -2.67], [-1.48, 1.75, -0.21], [-0.42, 1.74, 1.23], [-0.15, 2.90, -0.26], [1.84, 1.12, 0.98], [2.41, 0.22, -0.32], [-0.68, 0.77, -2.21], [0.85, -1.14, -2.77], [2.10, -0.13, -2.39], [-2.86, -2.01, 0.81], [-3.10, -2.80, 1.29], [-2.00, -1.77, 1.18], [-0.08, -1.71, 2.33], [0.44, -1.19, 1.71], [0.07, -1.41, 3.21]], "smiles": "C/C(N)=C/N.O.O", "multiplicity": 1, "homo_lumo_gap_ev": 8.341}

---

Version b
{"formula": "C3H12N2O2", "method": "ωB97M-V with the def2-TZVPD basis set", "species": ["C", "C", "N", "C", "N", "H", "H", "H", "H", "H", "H", "H", "H", "O", "H", "H", "O", "H", "H"], "positions_angstrom": [[-0.39, 1.90, -0.70], [-0.36, 0.44, -0.25], [0.84, 0.24, 0.56], [1.11, -0.83, 1.14], [0.30, -1.97, 0.96], [0.54, 2.18, -1.16], [-0.48, 2.43, 0.26], [-1.21, 2.24, -1.33], [-0.36, -0.16, -1.17], [-1.23, 0.19, 0.36], [1.94, -1.04, 1.82], [0.11, -2.13, -0.02], [0.33, -2.78, 1.55], [-2.34, -2.32, -1.02], [-3.29, -2.21, -0.99], [-2.17, -3.10, -1.55], [2.31, 2.60, 0.82], [1.71, 1.80, 0.81], [2.63, 2.54, -0.09]], "smiles": "CC/N=C\\N.O.O", "multiplicity": 1, "homo_lumo_gap_ev": 9.830}

---

Version c
{"formula": "C3H12N2O2", "method": "ωB97M-V with the def2-TZVPD basis set", "species": ["C", "C", "N", "C", "N", "H", "H", "H", "H", "H", "H", "H", "H", "H", "H", "O", "H", "H", "O"], "positions_angstrom": [[2.02, 0.40, 1.28], [2.34, 0.16, -0.22], [1.12, 0.07, -1.04], [0.41, -1.17, -0.77], [-0.88, -1.15, -0.30], [1.49, -0.47, 1.65], [2.98, 0.42, 1.86], [1.38, 1.27, 1.47], [2.86, -0.76, -0.46], [2.91, 1.00, -0.59], [0.42, 0.74, -0.67], [0.77, -2.05, -1.43], [-0.72, -0.63, -1.35], [-0.91, 0.00, 0.73], [-1.73, 1.49, 0.98], [-0.93, 0.98, 1.09], [-4.05, -0.11, -0.52], [-2.55, -0.34, -0.24], [-3.22, 0.36, -0.30]], "multiplicity": 1, "homo_lumo_gap_ev": 8.895}

---

Energy above the most stable structure, in hartree: version a 0.0085; version b 0.0000; version c 0.1297